Record 1
Formula: C3H2F2O
Source: the Open Molecules 2025 dataset
Level of theory: wB97M-V/def2-TZVPD

Geometry (Å):
C: 1.2753 -1.2542 -0.7363
C: 0.3088 -0.5893 -0.5401
C: -1.5468 0.1987 0.0651
O: -1.2780 1.2684 0.7907
F: -2.1643 0.4454 -1.0856
F: -2.2365 -0.7379 0.6973
H: 2.3180 -1.5012 -1.0868
H: -0.8439 0.8537 1.6029

Cartesian forces (eV/Å) of the 6 atoms listed first:
C 3.841 -0.728 -1.313
C -5.590 1.900 1.896
C 2.415 -1.395 -2.494
O 0.609 -1.209 1.301
F 0.638 0.327 0.910
F 0.622 -0.134 0.051

Total charge: 0
E_HOMO, eV: -10.42
Energy relative to the best compared isomer or geometry (same formula, charge and spin), kJ/mol: 346.7

natural (NBO) atomic charge list, values in e, 2 entries: C -0.36; C -0.21



Record 2
Formula: C3H2F3N
Source: the Open Molecules 2025 dataset
Level of theory: wB97M-V/def2-TZVPD

Geometry (Å):
F: -0.9169 1.3401 -0.9345
C: -1.0274 0.1916 -0.2651
F: -1.8375 -0.5739 -0.9356
F: -1.6164 0.5868 0.9307
C: 0.3128 -0.5242 -0.0173
C: 1.4718 0.0838 0.5650
N: 1.5105 0.0353 -0.6526
H: 0.1194 -1.4926 -0.1359
H: 1.9836 0.3531 1.4455

Cartesian forces (eV/Å) of the 6 atoms listed first:
F 0.443 0.247 -0.440
C 1.203 1.801 1.792
F -1.036 -0.970 -0.305
F 0.151 -0.911 -0.713
C -1.679 3.491 0.013
C -0.861 -0.394 1.588

Total charge: 0
E_HOMO, eV: -11.12
SMILES: FC(F)(F)[C@@H]1C=N1
Energy relative to the best compared isomer or geometry (same formula, charge and spin), kJ/mol: 15.0

natural (NBO) atomic charge list, values in e, 2 entries: F -0.32; C 0.95



Record 3
Formula: C3H2F3N2S2
Source: the Open Molecules 2025 dataset
Level of theory: wB97M-V/def2-TZVPD

Geometry (Å):
C: 0.3917 -0.5359 0.1403
C: 2.0923 1.0855 0.0470
C: -1.9046 -0.3896 0.0127
N: 1.6516 -0.1247 0.0980
N: -0.6128 0.2999 0.0936
F: -1.9032 -1.3539 0.9403
F: -2.9950 0.3168 0.1376
F: -1.8137 -1.0179 -1.2170
S: 3.2246 2.1535 -0.1508
S: -0.4628 1.9674 0.1936
H: 0.1430 -1.5322 -0.1476
H: 2.1889 -0.8689 -0.1478

Cartesian forces (eV/Å) of the 6 atoms listed first:
C -3.116 0.636 -1.034
C 1.683 4.158 -0.545
C -0.339 -2.195 -1.114
N -1.562 0.942 0.733
N 0.476 0.439 1.208
F -0.222 0.360 -0.221

Total charge: +1
E_HOMO, eV: -13.42
Energy relative to the best compared isomer or geometry (same formula, charge and spin), kJ/mol: 198.2

natural (NBO) atomic charge list, values in e, 2 entries: C 0.29; C 0.13



Record 4
Formula: C3H2F3N3
Source: the Open Molecules 2025 dataset
Level of theory: wB97M-V/def2-TZVPD

Geometry (Å):
H: -1.0082 -0.1492 -2.1194
N: -0.7132 -0.1796 -1.1525
C: -1.3465 0.5250 -0.3086
N: -1.0488 0.5615 1.0188
C: 0.1220 0.3241 1.4576
F: 0.3311 0.4344 2.7550
N: 1.2342 0.1450 0.7276
C: 1.3683 -0.6001 -0.2774
F: 2.2001 -0.3149 -1.2390
F: 1.0803 -1.8860 -0.3217
H: -2.2193 1.1399 -0.5405

Cartesian forces (eV/Å) of the 6 atoms listed first:
H -0.325 0.304 0.055
N 0.667 -0.235 -0.089
C -0.396 0.003 -0.516
N -0.035 0.036 1.202
C -0.244 0.033 -0.783
F 0.101 -0.109 -0.045

Total charge: 0
E_HOMO, eV: -10.38
SMILES: [H]/N=C/N=C(/F)N=C(F)F
Energy relative to the best compared isomer or geometry (same formula, charge and spin), kJ/mol: 0.0

natural (NBO) atomic charge list, values in e, 2 entries: H 0.37; N -0.71



Record 5
Formula: C3H2F3N3
Source: the Open Molecules 2025 dataset
Level of theory: wB97M-V/def2-TZVPD

Geometry (Å):
C: -2.0517 0.8299 0.3284
C: 1.2965 -0.4351 -0.1372
C: 0.0151 -0.0593 0.6532
N: -3.0948 0.9894 0.8209
N: 1.4231 -0.2634 -1.3388
N: -0.7941 0.8478 -0.1137
F: 2.2497 -0.8949 0.6562
F: -0.6195 -1.2407 0.9881
F: -0.8240 0.3703 -1.7110
H: 0.1427 0.5382 1.5504
H: 2.2570 -0.6822 -1.6967

Cartesian forces (eV/Å) of the 6 atoms listed first:
C -2.205 0.803 0.348
C -0.929 1.104 1.264
C 0.707 -0.683 -1.123
N 1.275 -0.389 -0.680
N -0.063 -0.251 -1.099
N 0.450 -1.219 -3.475

Total charge: 0
E_HOMO, eV: -11.48
Energy relative to the best compared isomer or geometry (same formula, charge and spin), kJ/mol: 348.3

natural (NBO) atomic charge list, values in e, 2 entries: C 0.36; C 0.60



Record 6
Formula: C3H2F3O4
Source: the Open Molecules 2025 dataset
Level of theory: wB97M-V/def2-TZVPD

Geometry (Å):
C: -1.5179 0.4363 0.0291
C: -0.0918 -0.3546 0.3673
C: 1.2093 0.2097 -0.2203
O: -2.5619 -0.1020 -0.1353
O: -1.1491 1.6056 0.1738
O: -0.0898 -2.0911 -0.4106
O: 1.3267 1.4911 0.0387
F: -0.0149 -0.5370 1.6829
F: 2.2994 -0.5293 0.4446
F: 1.2382 -0.0993 -1.4947
H: -1.0164 -1.8520 -0.7947
H: 0.3683 1.8227 0.3192

Cartesian forces (eV/Å) of the 6 atoms listed first:
C 3.859 -0.827 1.101
C -1.229 -4.295 -1.975
C -0.103 -1.573 2.784
O -1.751 -1.224 -0.654
O -0.641 2.665 0.136
O -2.674 4.494 0.891

Total charge: -1
E_HOMO, eV: -5.73
Energy relative to the best compared isomer or geometry (same formula, charge and spin), kJ/mol: 126.4

natural (NBO) atomic charge list, values in e, 2 entries: C 0.77; C 0.45



Record 7
Formula: C3H2F4
Source: the Open Molecules 2025 dataset
Level of theory: wB97M-V/def2-TZVPD

Geometry (Å):
F: 1.6046 -2.0132 -0.6197
C: 0.5459 -1.2323 -0.4173
C: 0.5650 -0.0036 0.2317
F: 1.7282 0.6028 0.7023
C: -0.6586 0.9032 0.2461
F: -1.3659 0.7829 1.4103
F: -1.4965 0.4556 -0.6964
H: -0.4419 -1.4905 -0.9042
H: -0.4808 1.9951 0.0473

Cartesian forces (eV/Å) of the 6 atoms listed first:
F -0.510 0.354 0.277
C -1.188 3.137 0.769
C 1.487 -1.437 -1.314
F -1.681 -1.074 -0.434
C 0.299 0.208 0.410
F 0.463 0.249 0.208

Total charge: 0
E_HOMO, eV: -10.30
SMILES: F/C=C(\F)C(F)F
Energy relative to the best compared isomer or geometry (same formula, charge and spin), kJ/mol: 112.7

natural (NBO) atomic charge list, values in e, 2 entries: F -0.30; C 0.20



Record 8
Formula: C3H2F4O
Source: the Open Molecules 2025 dataset
Level of theory: wB97M-V/def2-TZVPD

Geometry (Å):
C: 0.3636 0.3849 0.8860
C: -0.0012 0.4601 -0.5715
C: 0.6201 -0.7683 -0.0609
O: -1.9298 0.0326 -0.2279
F: 1.5594 0.9539 1.3489
F: 0.2345 1.3395 -1.4563
F: 1.8541 -1.1387 -0.2628
F: -0.1484 -1.8898 -0.0885
H: -0.4677 0.3283 1.5461
H: -2.0846 0.2975 -1.1131

Cartesian forces (eV/Å) of the 6 atoms listed first:
C 1.503 0.203 -0.091
C -3.572 -0.948 2.720
C -1.758 -1.985 -0.246
O 4.691 0.883 0.169
F -1.582 -0.395 -0.530
F 0.197 0.792 -1.190

Total charge: 0
E_HOMO, eV: -11.28
Energy relative to the best compared isomer or geometry (same formula, charge and spin), kJ/mol: 408.6

natural (NBO) atomic charge list, values in e, 2 entries: C 0.08; C 0.53



Record 9
Formula: C3H2F4O
Source: the Open Molecules 2025 dataset
Level of theory: wB97M-V/def2-TZVPD

Geometry (Å):
C: -0.1709 -0.2424 -1.1201
C: -1.9060 -1.8554 0.6367
C: -0.8588 -0.8902 1.1968
O: 0.0770 -0.8991 0.2226
F: 1.1593 -0.1826 -1.4702
F: -3.0341 -1.2718 0.4514
F: -0.2690 -1.2859 2.2956
F: -1.2468 0.4141 1.5277
H: -0.5841 0.7733 -1.0638
H: 1.0614 -0.5335 0.4773

Cartesian forces (eV/Å) of the 6 atoms listed first:
C -1.287 -1.058 -2.375
C 0.722 1.570 0.735
C -1.897 0.408 1.071
O 5.348 2.254 0.188
F 0.234 0.375 -0.183
F -1.758 -0.028 -0.323

Total charge: 0
E_HOMO (alpha / beta), eV: -8.15 / -7.51
Multiplicity: 3
Energy relative to the best compared isomer or geometry (same formula, charge and spin), kJ/mol: 331.2

natural (NBO) atomic charge list, values in e, 2 entries: C 0.07; C 0.33



Record 10
Formula: C3H2F6N2
Source: the Open Molecules 2025 dataset
Level of theory: wB97M-V/def2-TZVPD

Geometry (Å):
N: -0.2145 -1.5907 0.3807
C: -0.6998 -0.3565 0.6901
N: -1.8354 -0.0338 1.2125
F: -2.6542 -1.1380 1.4712
C: 0.2542 1.1047 0.2584
F: -0.5919 2.1476 -0.0564
F: 1.0343 1.3913 1.3452
C: 1.0995 0.7649 -1.0670
F: 0.3793 0.1234 -2.0161
F: 2.0651 -0.0510 -0.6949
F: 1.6279 1.8014 -1.6213
H: 0.3477 -1.8229 -0.4378
H: -0.8123 -2.3404 0.5353

Cartesian forces (eV/Å) of the 6 atoms listed first:
N 1.309 0.756 -0.541
C 0.104 2.354 -1.228
N 1.363 0.795 -0.281
F 0.519 -0.455 -0.199
C -2.318 -2.258 0.169
F 1.345 -1.459 0.832

Total charge: 0
E_HOMO, eV: -10.21
SMILES: N/C(=N\F)C(F)(F)C(F)(F)F
Energy relative to the best compared isomer or geometry (same formula, charge and spin), kJ/mol: 47.6

natural (NBO) atomic charge list, values in e, 2 entries: N -0.83; C 0.34



Record 11
Formula: C3H2FHgO4
Source: the Open Molecules 2025 dataset
Level of theory: wB97M-V/def2-TZVPD

Geometry (Å):
C: -2.1279 -0.9425 -1.4540
O: -3.2449 -0.7808 -1.3682
H: -0.9122 -0.5502 0.5441
C: -0.0294 0.9942 -1.0164
O: 1.0614 0.6083 -0.2645
C: 0.9785 -0.1949 0.7772
O: -0.1347 -0.7433 1.1143
O: 2.0086 -0.3760 1.4212
Hg: 2.7860 -1.1692 2.8419
F: -0.5770 2.0873 -0.5121
H: 0.1915 1.0671 -2.0835

Cartesian forces (eV/Å) of the 6 atoms listed first:
C -1.790 1.128 0.549
O 2.024 -0.625 -0.380
H 0.187 -0.422 0.423
C 3.422 5.519 2.006
O -3.187 0.216 -2.916
C 1.064 -1.397 2.992

Total charge: +2
E_HOMO (alpha / beta), eV: -16.75 / -21.59
Multiplicity: 2

natural (NBO) atomic charge list, values in e, 2 entries: C 0.48; O -0.34



Record 12
Formula: C3H2FN
Source: the Open Molecules 2025 dataset
Level of theory: wB97M-V/def2-TZVPD

Geometry (Å):
C: -2.0637 -1.6022 1.7447
C: -1.6249 -2.4223 0.9753
F: -1.0595 -2.9656 0.0097
H: -2.4848 -1.3603 2.7495
C: 0.0444 -0.2210 -1.2804
N: -0.2567 -0.0565 -0.1637
H: 0.1170 -0.3424 -2.3353

Cartesian forces (eV/Å) of the 6 atoms listed first:
C -0.780 -0.865 2.040
C -0.823 1.854 1.443
F 0.855 -1.230 -1.632
H 0.588 0.050 -1.710
C -1.296 0.489 2.635
N 1.146 -0.222 -2.663

Total charge: 0
E_HOMO, eV: -10.07
SMILES: C#CF.C#N
Energy relative to the best compared isomer or geometry (same formula, charge and spin), kJ/mol: 292.2

natural (NBO) atomic charge list, values in e, 2 entries: C -0.40; C 0.41